Entry 1:
15
Properties=species:S:1:pos:R:3:forces:R:3:lowdin_charge:R:1 method="wB97M-V/def2-TZVPD" total_charge=0 homo_lumo_gap_ev="7.614 / 7.616" e_homo_ev="-7.982 / -7.982"
C 2.7836 -0.3371 0.2024 -0.24 -0.31 0.12 -0.0847
N 1.3389 -0.3823 -0.1919 -1.02 0.22 0.21 -0.0237
C 0.7488 0.7790 -0.3431 -0.20 0.08 -0.12 -0.2308
C -0.6223 0.8279 -0.4206 -0.06 0.43 -0.13 -0.1063
C -1.2299 -0.4031 -0.0558 0.76 -0.05 -0.13 -0.4364
C -2.7590 -0.3964 0.1982 0.27 -0.23 -0.14 -0.0247
N -0.4104 -1.3925 0.1149 0.74 0.69 0.51 0.2468
H 3.1186 0.7048 0.3794 -0.48 -0.42 -0.06 0.0742
H 3.4546 -0.7345 -0.5746 -0.55 -0.13 0.10 0.0729
H 2.9787 -0.8846 1.1256 -0.19 -0.09 -0.08 0.0714
H 1.3284 1.6997 -0.3036 0.09 -0.10 -0.39 0.1195
H -1.1608 1.6081 -0.9255 -0.21 0.37 0.38 0.0885
H -3.2813 0.1061 -0.6276 0.36 -0.20 0.07 0.0777
H -2.9570 0.2213 1.0892 0.35 -0.28 -0.25 0.0856
H -3.2286 -1.3699 0.3569 0.38 0.02 -0.09 0.0701

Entry 2:
15
Properties=species:S:1:pos:R:3:forces:R:3:lowdin_charge:R:1 method="wB97M-V/def2-TZVPD" total_charge=0 homo_lumo_gap_ev=9.990 smiles=Cc1ccn(C)n1 e_homo_ev=-8.937
C -2.1975 -0.7080 0.1840 -0.48 0.08 0.00 -0.0451
C -0.9850 0.1235 0.0451 -0.24 -0.12 0.01 -0.3867
C -0.6931 1.4756 -0.1950 0.05 -0.07 0.02 -0.0407
C 0.6934 1.5371 -0.2829 0.12 -0.49 0.08 -0.0507
N 1.1408 0.2302 -0.1170 -0.27 -0.58 0.10 -0.1536
C 2.2275 -0.7743 0.0623 0.57 0.52 -0.11 -0.0287
N 0.1051 -0.5760 0.0839 -0.72 -0.18 0.08 0.0345
H -2.5050 -1.0226 -0.8152 -0.38 0.01 0.13 0.0777
H -2.9866 -0.1705 0.6963 -0.37 -0.08 -0.05 0.0698
H -1.9230 -1.6059 0.7506 -0.20 0.26 -0.13 0.0794
H -1.4458 2.2483 -0.2986 0.49 0.13 -0.01 0.0968
H 1.2796 2.4415 -0.4539 0.20 -0.76 0.09 0.1079
H 3.2012 -0.4289 -0.2405 0.37 0.22 0.06 0.0682
H 1.9115 -1.6522 -0.5247 0.42 0.64 0.03 0.0854
H 2.1770 -1.1177 1.1057 0.43 0.42 -0.30 0.0857

Entry 3:
15
Properties=species:S:1:pos:R:3:forces:R:3:lowdin_charge:R:1 method="wB97M-V/def2-TZVPD" total_charge=0 homo_lumo_gap_ev=8.953 smiles=Cc1cnn(C)c1 e_homo_ev=-8.134
C 2.1735 -0.1396 0.4914 0.46 -0.68 -0.37 -0.0729
C 1.1594 0.0698 -0.7306 0.04 0.23 1.15 -0.2095
C 0.6470 1.2707 -0.2105 -0.67 0.89 -0.02 -0.2296
N -0.6025 1.2221 0.1785 -0.32 0.68 -0.67 0.0902
N -1.0171 0.0281 -0.2908 -0.14 -0.05 -0.26 -0.2208
C -2.3604 -0.3704 0.0398 -0.24 -0.04 -0.14 -0.0252
C -0.0432 -0.6710 -0.8948 0.05 -0.09 0.70 -0.0411
H 3.1651 0.2853 0.3385 0.06 -0.32 -0.28 0.0629
H 2.2002 -1.1961 0.7113 0.53 -0.37 -0.09 0.0601
H 1.8164 0.3255 1.4445 -0.05 -0.36 -0.87 0.0807
H 1.2779 2.1222 -0.0258 -0.10 0.21 0.47 0.1152
H -3.0639 0.3237 -0.4163 -0.15 -0.13 0.03 0.0863
H -2.4666 -0.3282 1.1296 -0.01 -0.02 -0.26 0.0941
H -2.5327 -1.3918 -0.3009 -0.03 0.13 -0.02 0.0868
H -0.3529 -1.5502 -1.4640 0.56 -0.08 0.64 0.1227

Entry 4:
15
Properties=species:S:1:pos:R:3:forces:R:3:lowdin_charge:R:1 method="wB97M-V/def2-TZVPD" total_charge=0 homo_lumo_gap_ev=8.408 smiles=Cc1c[nH]c(N)c1 e_homo_ev=-7.425
C -2.2834 -0.1910 0.1084 -0.28 -0.09 -0.04 -0.0746
C -0.8425 0.1074 -0.1196 -0.15 -0.01 -0.14 -0.3302
C -0.3373 1.3413 -0.4427 -0.02 -0.45 0.17 -0.1811
N 1.0054 1.4005 -0.4672 0.27 -0.97 0.45 0.0586
C 1.4846 -0.3151 -0.1974 -0.58 1.35 0.07 -0.1826
N 2.5445 -0.8813 0.4918 0.12 0.85 -0.28 0.0449
C 0.2200 -0.8002 -0.0380 -0.01 -0.02 -0.25 -0.0751
H -2.7803 -0.5446 -0.7995 -0.10 -0.04 0.09 0.0722
H -2.3999 -0.9543 0.8842 -0.06 0.07 -0.13 0.0736
H -2.8022 0.7088 0.4567 -0.01 -0.16 -0.09 0.0733
H -0.9939 2.1786 -0.7098 0.57 -0.11 0.06 0.1272
H 1.3019 2.2928 -0.8992 0.86 -1.27 0.36 0.1061
H 2.5187 -0.9145 1.5042 -0.16 0.04 -0.38 0.0880
H 3.3724 -1.3078 0.0970 -0.31 0.65 -0.35 0.0802
H 0.1320 -1.8787 0.0521 -0.17 0.16 0.46 0.1195

Entry 5:
15
Properties=species:S:1:pos:R:3:forces:R:3:lowdin_charge:R:1 method="wB97M-V/def2-TZVPD" total_charge=0 homo_lumo_gap_ev="7.497 / 9.304" e_homo_ev="-7.995 / -8.929"
C 0.1818 2.0262 0.9498 -0.02 0.07 0.07 -0.1149
C -0.7418 1.0764 0.2671 -0.33 0.96 0.18 -0.1227
C -0.2110 0.1839 -0.7616 0.62 0.03 -0.44 -0.2374
N 0.5713 -0.8539 -0.0472 -0.16 -0.05 0.10 -0.0357
C 0.7936 -2.1801 -0.6228 -0.32 -0.08 -0.04 -0.0222
C -0.3403 -1.8601 0.3194 0.61 0.03 -0.11 -0.4611
N -1.4733 -1.8804 0.7741 -0.03 -0.56 0.18 0.2241
H 1.1822 1.9995 0.5009 -0.18 0.00 0.10 0.0728
H 0.2993 1.8067 2.0191 -0.03 0.00 -0.10 0.0778
H -0.2039 3.0545 0.8834 0.10 -0.17 0.04 0.0745
H -1.8089 1.1951 0.4108 0.09 -0.17 -0.04 0.0938
H -1.0032 -0.2623 -1.3789 0.22 0.02 0.03 0.1201
H 0.5157 0.7284 -1.3803 -0.17 -0.08 -0.13 0.1223
H 0.5383 -2.3669 -1.6656 -0.11 0.01 0.12 0.1071
H 1.7003 -2.6669 -0.2680 -0.29 0.00 0.04 0.1015

Entry 6:
15
Properties=species:S:1:pos:R:3:forces:R:3:lowdin_charge:R:1 method="wB97M-V/def2-TZVPD" total_charge=0 homo_lumo_gap_ev=10.158 smiles="CC1=NC1.C=C=N" e_homo_ev=-9.170
C -1.5103 -1.1021 0.6831 0.03 -0.02 0.04 -0.0293
C -1.1154 0.3180 0.5880 0.28 0.22 0.22 -0.3886
N -0.3521 1.1652 1.1123 -0.28 -0.47 -0.06 0.1431
C -1.2067 1.6095 -0.0618 -0.16 0.25 -0.29 -0.1184
H -2.5804 -1.1824 0.9004 0.14 0.04 -0.05 0.0829
H -0.9383 -1.6044 1.4673 -0.07 0.08 -0.08 0.0846
H -1.3133 -1.5935 -0.2749 -0.04 0.08 0.14 0.0687
H -0.6858 1.7972 -1.0023 -0.07 -0.04 0.15 0.0723
H -2.0262 2.2942 0.1577 0.11 -0.13 -0.02 0.0753
C 2.5072 -0.0098 0.1581 -0.10 -0.08 -0.09 -0.0039
C 1.7412 -0.5160 -0.7740 -0.20 -0.10 -0.23 -0.2807
N 0.9837 -1.0536 -1.5842 0.44 0.31 0.40 0.1275
H 3.5667 -0.2349 0.1849 -0.15 -0.01 -0.04 0.0540
H 2.0606 0.6461 0.8993 0.06 -0.10 -0.13 0.0378
H 0.8690 -0.5334 -2.4541 0.02 -0.03 0.05 0.0749

Entry 7:
15
Properties=species:S:1:pos:R:3:forces:R:3:lowdin_charge:R:1 method="wB97M-V/def2-TZVPD" total_charge=0 homo_lumo_gap_ev=6.987 e_homo_ev=-7.007
C -1.2060 -1.3619 0.2613 3.18 0.12 0.71 0.1017
C -1.4974 1.0691 -0.0677 1.50 1.81 0.10 -0.2299
C -0.1773 1.0341 0.2444 -1.80 0.73 -0.69 -0.1918
C 1.6725 -0.4445 0.3386 0.06 -0.88 -0.73 -0.2364
C 2.5154 0.2517 -0.4339 -0.30 -0.03 0.14 0.0214
N 0.3270 -0.1803 0.5465 -2.30 -1.89 0.18 -0.0758
N -2.3753 1.4779 -0.8395 -0.63 -0.87 -0.49 0.0962
H -3.3371 1.3017 -0.5336 0.13 0.43 0.29 0.0528
H 0.4262 1.9297 0.3607 -0.13 -0.03 0.31 0.1189
H 2.0187 -1.3298 0.8628 0.05 0.03 0.02 0.1006
H -0.5537 -2.2205 0.1770 -0.21 -0.34 0.13 0.0387
H -1.8617 -1.3009 -0.6025 0.39 0.67 -0.09 0.0488
H -1.6939 -1.2856 1.2253 0.09 0.17 -0.09 0.0550
H 3.5627 -0.0097 -0.4824 0.01 0.04 0.16 0.0480
H 2.1797 1.0691 -1.0572 -0.06 0.05 0.02 0.0517

Entry 8:
15
Properties=species:S:1:pos:R:3:forces:R:3:lowdin_charge:R:1 method="wB97M-V/def2-TZVPD" total_charge=0 homo_lumo_gap_ev=8.887 smiles=Cc1cnn(C)c1 e_homo_ev=-8.049
C 2.3912 -0.3437 0.0505 -0.04 -0.02 -0.02 -0.0745
C 1.0027 0.2042 0.0302 0.18 0.15 0.36 -0.3096
C 0.6455 1.5315 0.3656 -0.72 -0.91 0.08 -0.2114
N -0.6034 1.8955 0.2101 -1.46 -3.25 0.55 0.1540
N -1.2550 0.2651 -0.0228 0.79 0.92 -0.27 -0.0789
C -2.5805 -0.3928 -0.2641 0.18 0.73 0.00 -0.0551
C -0.1662 -0.4826 -0.1638 0.54 0.10 -0.10 -0.1376
H 3.1072 0.4134 -0.2779 0.00 -0.12 0.06 0.0742
H 2.4596 -1.1851 -0.6400 0.13 -0.03 0.07 0.0731
H 2.6725 -0.6860 1.0471 0.17 -0.06 -0.01 0.0727
H 1.3079 2.0901 1.0288 -0.05 0.81 -0.89 0.1259
H -3.0487 -0.0393 -1.1835 0.03 0.15 0.07 0.0729
H -3.2568 -0.2156 0.5751 0.12 0.18 -0.10 0.0722
H -2.4878 -1.5011 -0.3637 0.47 0.92 0.14 0.0862
H -0.1883 -1.5537 -0.3917 -0.34 0.44 0.06 0.1358

Number 1: largest force on an atom 1.1 eV/Å. Number 2: largest force on an atom 0.8 eV/Å. Number 3: largest force on an atom 1.2 eV/Å. Number 4: largest force on an atom 1.6 eV/Å. Number 5: largest force on an atom 1.0 eV/Å. Number 6: largest force on an atom 0.7 eV/Å. Number 7: largest force on an atom 3.3 eV/Å. Number 8: largest force on an atom 3.6 eV/Å.